An isolated molecule of C12H12O. Source: the OMol25 dataset; level of theory: the ωB97M-V functional and the def2-TZVPD basis.

Values from the calculation:
energy relative to the best compared isomer or geometry (same formula, charge and spin) = 395.0 kJ/mol
HOMO level = -8.2 eV
2S+1 = 1
SMILES = C#Cc1ccccc1C/C(C)=C/O

The geometry in XYZ format:
```
25
Properties=species:S:1:pos:R:3:forces:R:3:lowdin_charge:R:1
C -3.042354 1.198265 -0.764919 0.26 1.57 -0.09 -0.0955
C -2.014277 2.114278 -0.636166 2.19 -5.23 0.04 -0.0305
C -2.887577 -0.164242 -0.871604 -0.62 0.93 0.91 -0.0456
C -0.686429 1.554966 -0.547770 -0.19 1.81 -1.21 -0.0347
C -1.620758 -0.639492 -0.783301 3.02 -0.54 -0.38 -0.1865
C -0.416165 0.213272 -0.653400 -3.05 -1.20 0.24 -0.1813
C -1.403150 -2.045656 -0.942372 -0.38 0.38 0.35 -0.1190
C -1.267975 -3.231664 -1.019174 1.37 -1.70 0.43 0.1125
C 1.033680 0.279002 1.744257 -0.93 -0.41 -0.34 -0.1372
C 0.972964 -0.385042 -0.590956 -1.79 -1.22 -0.30 -0.1216
C 1.721110 -0.036377 0.640598 -1.41 -0.02 0.51 -0.3100
C 3.184382 -0.217319 0.625308 -0.14 2.15 3.74 -0.0412
O 1.680770 0.612525 2.890277 -5.11 -0.03 1.40 0.0404
H -3.994378 1.633902 -0.840369 -1.43 0.23 0.01 0.0870
H -2.221818 3.098981 -0.591520 -0.35 3.16 0.11 0.0620
H -3.791739 -0.758305 -0.819712 0.35 -0.41 -0.48 0.1253
H 0.179064 2.232918 -0.642398 -0.45 -0.19 0.64 0.1260
H 2.575242 0.645312 2.864279 4.17 -0.01 -0.71 0.0226
H -0.798129 -4.217654 -0.888370 -0.96 0.90 -0.42 0.0511
H -0.144890 0.200039 1.827988 2.89 0.56 -0.01 0.1788
H 0.821100 -1.516407 -0.588912 0.55 1.36 -0.63 0.1306
H 1.415460 -0.014252 -1.509678 0.77 -0.37 -0.13 0.1271
H 3.646080 0.737799 0.959203 0.05 -0.10 -0.63 0.0982
H 3.518502 -0.441425 -0.306935 1.27 -0.96 -2.48 0.0449
H 3.541287 -0.853425 1.445646 -0.10 -0.65 -0.56 0.0964
```
Forces are in eV/Å.

***

An isolated molecule of C3H8N2O. Source: the OMol25 dataset; level of theory: the ωB97M-V functional and the def2-TZVPD basis.

Values from the calculation:
energy relative to the best compared isomer or geometry (same formula, charge and spin) = 50.4 kJ/mol
HOMO level = -9.4 eV
2S+1 = 1
SMILES = C[C@@H](N)C(N)=O

The geometry in XYZ format:
```
14
Properties=species:S:1:pos:R:3:forces:R:3:lowdin_charge:R:1
C 0.983964 0.975335 0.639834 -0.01 0.85 1.22 -0.0767
C 0.435057 -0.052070 -0.347676 -0.44 0.69 -0.28 -0.4292
C -0.999356 -0.449634 0.105250 1.50 0.03 -0.70 -0.5470
H 1.310626 0.422735 1.588942 -0.60 0.85 -1.19 0.1023
H 0.210955 1.778170 0.911296 1.09 -1.18 -0.31 0.0952
H 1.886145 1.484961 0.235676 -0.60 -0.40 0.21 0.0774
H 0.365467 0.378854 -1.367019 0.00 0.02 0.46 0.1367
H 1.400549 -1.652761 0.469646 -0.05 0.58 -0.38 0.0869
H 1.063980 -1.843919 -1.073796 -0.03 0.10 -0.24 0.0756
H -2.980433 0.071241 -0.132466 1.54 0.37 -0.05 0.1272
H -1.920403 1.071806 -1.100595 0.35 -1.47 1.66 0.1334
N 1.377169 -1.133835 -0.422078 0.09 -1.12 0.51 0.0282
N -1.994298 0.383596 -0.297494 -2.16 0.85 -1.24 0.1325
O -1.139424 -1.434485 0.790480 -0.68 -0.16 0.33 0.0577
```
Forces are in eV/Å.

***

An isolated molecule of C2HNO4. Source: the OMol25 dataset; level of theory: the ωB97M-V functional and the def2-TZVPD basis.

Values from the calculation:
energy relative to the best compared isomer or geometry (same formula, charge and spin) = 347.9 kJ/mol
HOMO level = -10.9 eV
2S+1 = 1
SMILES = O=CC(=O)[N+](=O)[O-]

The geometry in XYZ format:
```
8
Properties=species:S:1:pos:R:3:forces:R:3:lowdin_charge:R:1
C -1.238022 -0.049265 -0.324342 0.69 -0.40 1.45 -0.1996
C 0.068312 -0.671553 0.052322 1.40 0.30 -1.41 -0.2431
N 1.138858 0.476829 0.202285 0.58 0.32 0.73 -0.3207
O 0.735624 1.603878 -0.046042 -0.03 -0.65 -0.09 0.0902
O -1.803148 -0.116859 -1.351400 -0.67 0.02 -1.19 0.1656
O 0.395896 -1.769663 0.248930 -0.01 -0.80 0.33 0.2484
O 2.234398 0.161216 0.593884 -0.48 0.14 -0.32 0.1260
H -1.531916 0.365416 0.624362 -1.48 1.07 0.50 0.1332
```
Forces are in eV/Å.

***

A structure of composition C2H4LiOPd. Source: the OMol25 dataset; level of theory: the ωB97M-V functional and the def2-TZVPD basis.

Values from the calculation:
<S²> = 3.764
energy relative to the best compared isomer or geometry (same formula, charge and spin) = 101.9 kJ/mol
HOMO level (alpha / beta) = -4.7 / -8.1 eV
2S+1 = 4

The geometry in XYZ format:
```
9
Properties=species:S:1:pos:R:3:forces:R:3:lowdin_charge:R:1
O -1.201799 -0.615591 0.179306 2.80 14.20 10.28 -0.6780
Li -2.911951 0.028266 0.544670 0.15 -0.29 -0.23 0.4850
C -0.028713 -0.114704 0.565236 1.79 0.76 0.14 -0.3813
C 1.002405 0.169407 -0.267667 -0.07 -0.70 0.30 -0.1353
H 0.089724 0.036123 1.648413 -0.15 -0.03 -0.38 0.1087
H 0.935649 -0.053667 -1.337011 0.02 0.12 0.38 0.0427
H 1.640087 2.102242 -0.758892 -0.13 0.20 -0.05 0.1041
Pd -1.518913 -1.894649 -0.730687 -3.96 -14.25 -10.31 0.4315
H 1.993510 0.342572 0.156631 -0.45 0.00 -0.12 0.0228
```
Forces are in eV/Å.

***

A cluster of 2 separate species, C6H10O in total. Source: the OMol25 dataset; level of theory: the ωB97M-V functional and the def2-TZVPD basis.

Values from the calculation:
energy relative to the best compared isomer or geometry (same formula, charge and spin) = 367.1 kJ/mol
HOMO level = -8.7 eV
2S+1 = 1
SMILES = C=C1[C@H]2C[C@H]2[C@H]1O.[H][H]

The geometry in XYZ format:
```
17
Properties=species:S:1:pos:R:3:forces:R:3:lowdin_charge:R:1
C -1.728859 -1.152878 -0.384871 -0.19 -0.09 0.46 -0.0052
C -0.791619 -0.447745 0.250855 -0.09 -0.06 -0.23 -0.2950
C -0.527257 0.982581 0.016079 -0.08 0.02 -0.34 -0.1330
C 0.655666 1.612707 0.671391 0.06 0.13 0.34 -0.1022
C 0.994547 0.514632 -0.252592 0.31 0.13 0.11 -0.1664
C 0.671717 -0.841550 0.405339 -0.03 -0.07 -0.29 -0.3112
O 1.220184 -1.074626 1.676613 -0.13 0.09 0.19 -0.0039
H -2.566922 -0.663535 -0.881960 0.09 -0.10 0.27 0.0669
H -1.637739 -2.228012 -0.512470 -0.07 0.11 0.20 0.0668
H -0.403307 -0.719072 -2.114277 0.16 0.00 -0.42 0.0820
H -1.271866 1.595377 -0.494814 0.55 -0.11 -0.34 0.1406
H 0.898851 1.553562 1.724685 -0.14 0.02 0.19 0.0991
H 0.840733 2.593104 0.236332 0.05 -0.08 0.25 0.1167
H 0.154160 -0.224141 -2.159268 -0.13 -0.17 -0.51 0.0801
H 1.723799 0.622599 -1.057464 -0.57 0.16 0.09 0.1294
H 0.919733 -1.713023 -0.204919 0.06 0.19 0.04 0.1489
H 0.829768 -0.438150 2.288411 0.11 -0.16 0.00 0.0864
```
Forces are in eV/Å.